# 1
ORCA calculation (wB97M-V/def2-TZVPD) on C48H46CoF5N7O4 as an isolated structure.

Each line ends with the Löwdin charge.
Element x y z (Å)
Co 0.673 -0.015 -0.011  0.54
O -0.875 -5.108 -0.045  0.02
C -2.014 -4.480 0.274  -0.30
C -3.186 -5.235 0.385  -0.04
C -4.388 -4.626 0.694  -0.12
C -4.447 -3.251 0.901  -0.12
C -3.283 -2.502 0.795  -0.04
C -2.065 -3.092 0.489  -0.08
C -0.861 -2.221 0.332  -0.47
O -0.963 -0.992 0.584  -0.06
N 0.211 -2.818 -0.156  0.07
N 1.189 -1.862 -0.434  -0.02
C 2.367 -2.278 -0.680  -0.06
C 3.464 -1.419 -1.085  -0.14
C 4.722 -1.996 -1.270  -0.08
C 5.814 -1.264 -1.695  -0.14
C 5.636 0.102 -1.956  -0.12
C 4.412 0.705 -1.789  -0.03
C 3.274 -0.017 -1.325  -0.36
O 2.151 0.575 -1.187  -0.12
H -0.178 -4.378 -0.160  0.06
H -3.122 -6.305 0.220  0.11
H -5.285 -5.229 0.781  0.09
H -5.387 -2.769 1.138  0.09
H -3.284 -1.429 0.948  0.12
H 2.554 -3.352 -0.599  0.12
H 4.834 -3.057 -1.058  0.10
H 6.784 -1.731 -1.811  0.07
H 6.482 0.698 -2.286  0.09
H 4.283 1.766 -1.971  0.11
C -4.081 2.803 -4.495  -0.05
C -3.095 3.916 -4.269  -0.21
C -3.344 5.206 -4.727  -0.07
C -2.446 6.240 -4.510  -0.11
C -1.263 5.980 -3.839  -0.09
C -0.979 4.695 -3.395  -0.03
C -1.893 3.662 -3.590  -0.21
N -1.625 2.361 -3.157  0.13
C -1.017 1.933 -1.957  -0.34
N -0.974 2.873 -0.989  0.14
C -0.557 2.782 0.385  -0.18
C 0.049 1.640 0.915  -0.08
C 0.281 1.705 2.301  -0.11
C 0.003 2.825 3.072  -0.11
C -0.541 3.957 2.478  -0.10
C -0.843 3.944 1.127  -0.24
C -1.455 5.168 0.485  -0.07
N -0.622 0.730 -1.814  0.14
C -0.634 -0.150 -2.908  -0.23
C -1.458 -1.274 -2.820  -0.02
C -1.508 -2.212 -3.840  -0.10
C -0.720 -2.043 -4.970  -0.12
C 0.125 -0.943 -5.048  -0.07
C 0.196 0.012 -4.036  -0.21
C 1.162 1.164 -4.132  -0.03
H -5.018 3.192 -4.892  0.07
H -4.284 2.273 -3.562  0.09
H -3.699 2.063 -5.203  0.08
H -4.275 5.406 -5.247  0.10
H -2.667 7.238 -4.867  0.09
H -0.545 6.773 -3.669  0.10
H -0.043 4.478 -2.896  0.12
H -1.844 1.606 -3.787  0.13
H -1.432 3.731 -1.230  0.08
H 0.704 0.834 2.788  0.06
H 0.230 2.826 4.134  0.09
H -0.733 4.854 3.060  0.09
H -1.624 5.937 1.239  0.07
H -2.425 4.959 0.016  0.07
H -0.806 5.601 -0.285  0.07
H -2.047 -1.399 -1.918  0.11
H -2.150 -3.079 -3.741  0.10
H -0.749 -2.768 -5.776  0.09
H 0.767 -0.823 -5.916  0.10
H 1.957 0.929 -4.841  0.08
H 1.602 1.356 -3.149  0.06
H 0.668 2.082 -4.470  0.07
C -2.491 -4.728 4.070  -0.08
C -1.537 -3.796 4.812  -0.24
N -1.016 -2.716 4.004  -0.10
C -1.781 -1.479 3.952  -0.23
C -1.583 -0.591 5.178  -0.09
C 0.280 -2.702 3.502  -0.44
C 0.938 -4.047 3.283  -0.01
N 0.804 -1.589 3.213  0.18
H -2.882 -5.493 4.750  0.06
H -1.989 -5.225 3.240  0.06
H -3.333 -4.170 3.654  0.06
H -0.715 -4.373 5.237  0.10
H -2.070 -3.354 5.661  0.10
H -2.837 -1.744 3.828  0.11
H -1.460 -0.935 3.063  0.09
H -1.856 -1.107 6.104  0.05
H -2.192 0.313 5.095  0.07
H -0.535 -0.292 5.235  0.06
H 1.247 -4.504 4.227  0.07
H 1.824 -3.901 2.668  0.08
H 0.267 -4.739 2.767  0.07
H 1.701 -1.619 2.733  0.04
F 6.985 2.666 3.381  0.05
C 5.898 1.982 2.935  -0.18
C 5.657 0.681 3.337  -0.17
F 6.519 0.083 4.194  0.07
C 4.557 0.000 2.871  -0.14
F 4.382 -1.272 3.303  0.06
C 3.585 0.538 1.973  -0.31
O 2.601 -0.158 1.590  -0.07
C 3.884 1.878 1.598  -0.13
F 3.077 2.546 0.750  0.09
C 4.996 2.559 2.062  -0.16
F 5.216 3.828 1.651  0.07

Force components x, y, z for each atom (eV/Å):
-0.57 0.13 0.18
-0.01 -0.12 0.05
-0.04 -0.11 -0.07
0.10 -0.02 0.01
-0.02 0.05 0.07
0.04 0.02 -0.01
-0.17 0.05 0.09
0.14 0.02 0.05
-0.14 -0.32 -0.16
-0.03 0.23 0.21
0.28 0.29 0.08
-0.33 0.04 0.15
0.38 -0.04 -0.22
-0.12 0.00 0.11
0.07 -0.01 0.00
-0.01 0.04 0.00
-0.01 -0.12 0.02
0.00 -0.05 0.01
-0.04 -0.21 -0.06
0.13 0.55 0.11
-0.02 0.00 -0.05
0.01 0.02 0.00
0.00 0.01 -0.02
0.00 -0.01 0.01
0.00 -0.03 0.00
0.03 0.03 -0.09
-0.01 0.02 -0.02
0.00 0.00 0.00
0.00 0.01 0.00
-0.04 -0.01 0.03
0.02 0.06 0.03
-0.07 0.04 -0.10
-0.08 -0.14 0.01
0.02 0.09 -0.03
0.09 -0.09 0.08
0.07 0.22 0.02
0.04 -0.12 -0.01
0.00 -0.03 0.18
-0.07 0.19 -0.15
0.18 0.06 0.10
-0.15 -0.11 -0.19
0.34 0.16 -0.28
-0.03 0.01 0.03
0.00 -0.03 -0.03
0.01 -0.05 -0.01
-0.05 0.06 -0.03
0.05 -0.03 0.05
0.24 -0.42 -0.17
-0.04 -0.07 0.01
-0.08 -0.09 -0.06
-0.01 0.03 0.05
0.02 0.08 0.02
-0.02 0.01 0.03
0.01 0.03 0.02
-0.07 -0.01 0.03
0.02 -0.01 0.00
0.00 0.00 -0.01
0.00 -0.01 0.00
0.02 -0.03 0.00
-0.01 -0.02 0.02
0.00 -0.03 0.00
-0.01 0.01 -0.01
-0.05 -0.04 0.03
-0.05 0.01 0.02
0.06 -0.01 -0.04
-0.01 -0.02 -0.02
-0.02 0.00 0.00
0.01 0.01 0.00
0.01 0.02 0.02
-0.03 -0.02 0.00
0.00 0.02 -0.04
0.01 0.01 0.01
0.03 -0.01 0.02
0.00 0.00 0.03
0.00 0.01 0.03
0.01 -0.01 -0.04
0.00 -0.04 -0.01
-0.02 0.01 -0.01
-0.06 0.05 -0.11
-0.04 -0.09 -0.10
0.11 -0.01 0.10
0.03 -0.01 -0.06
0.04 -0.09 -0.02
-0.08 -0.05 -0.02
-0.08 0.23 0.15
-0.01 0.02 -0.04
0.00 0.00 -0.01
0.02 -0.02 -0.02
0.03 0.00 0.00
0.03 -0.01 0.07
0.00 0.00 0.02
-0.05 -0.05 -0.01
-0.01 0.01 -0.01
0.01 -0.01 0.01
-0.02 -0.01 0.00
0.00 0.00 0.00
0.02 0.02 0.02
0.03 0.02 0.03
0.00 0.01 -0.02
0.00 0.01 0.00
0.03 0.02 0.00
0.01 -0.07 0.02
-0.02 0.02 -0.03
0.04 -0.01 0.08
-0.01 -0.03 -0.01
0.05 -0.29 0.06
0.00 0.07 -0.14
-0.01 0.22 -0.08
0.06 -0.13 0.12
-0.12 0.04 -0.11
0.00 -0.01 0.01

## Properties
DFT total energy	-120360.622	eV
charge	-2
Kohn-Sham gap (alpha / beta)	5.7 / 5.7	eV
2S+1	2
HOMO level (alpha / beta)	-0.0692 / -0.0679	Eh

# 2
ORCA calculation (wB97M-V/def2-TZVPD) on one molecule with the formula C2HCl3OS.

Each line ends with the Löwdin charge.
Element x y z (Å)
C 0.165 -0.365 0.434  -0.38
C 1.304 0.358 -0.408  -1.22
O -2.110 -0.320 1.568  -0.53
S -1.416 0.416 0.541  0.54
Cl 2.845 -0.287 -0.548  0.69
Cl 0.906 1.794 -1.200  0.67
Cl -2.112 -0.328 -1.337  0.17
H 0.419 -1.268 0.950  0.06

Force components x, y, z for each atom (eV/Å):
5.40 3.93 -4.17
-5.97 -3.30 4.17
-0.49 -0.27 0.68
0.80 -0.29 -0.70
0.23 -0.02 -0.03
0.25 0.13 -0.22
-0.05 0.13 0.08
-0.16 -0.31 0.19

## Properties
DFT total energy	-52537.559	eV
relative energy (zero: lowest compared OMol25 entry of this formula, charge and spin)	40.9	kcal per mole
Kohn-Sham gap (alpha / beta)	8.2 / 8.2	eV
HOMO level (alpha / beta)	-0.3479 / -0.3479	Eh

What are the maximum force values for these records? In order: 0.6 8.0 eV/A.